ORCA calculation (wB97M-V/def2-TZVPD) on a cluster of 3 separate species, C30H69BN2O15P3 in total in a non-equilibrium geometry.

total charge	+1
LUMO energy	-0.156	Eh

Element x y z (Å)
C  7.172  5.085  0.312
C  5.954  4.280  -0.208
C  5.440  3.439  1.005
C  4.106  2.698  0.717
C  2.846  3.243  1.408
O  2.516  4.583  1.155
C  3.210  5.551  1.946
C  2.255  6.479  2.736
C  3.051  7.646  3.386
O  1.216  7.019  1.943
N  2.863  2.780  2.839
P  4.131  2.468  4.004
O  5.070  1.484  3.516
O  3.500  1.858  5.373
O  4.964  3.781  4.431
C  1.663  2.525  3.248
C  0.563  2.695  2.179
C  -0.277  1.399  2.495
C  -1.194  1.527  3.739
C  -0.265  4.001  2.257
N  -0.469  4.528  3.627
C  -1.909  4.716  3.961
C  1.534  2.526  0.915
C  1.690  1.046  0.459
O  0.526  0.661  -0.271
C  0.855  -0.122  -1.427
B  0.962  3.161  -0.472
C  1.906  3.549  -1.702
O  -0.389  3.357  -0.686
H  7.738  5.584  -0.482
H  6.831  5.787  1.090
H  7.867  4.405  0.832
H  6.350  3.543  -0.923
H  5.167  4.915  -0.632
H  5.468  4.041  1.921
H  6.205  2.660  1.142
H  4.206  1.648  1.038
H  4.001  2.640  -0.374
H  3.780  6.215  1.267
H  3.917  5.155  2.683
H  1.891  5.872  3.586
H  3.749  7.228  4.128
H  3.534  8.251  2.613
H  2.309  8.213  3.964
H  1.546  7.041  1.033
H  2.930  2.518  5.810
H  4.443  4.390  4.986
H  1.304  2.171  4.215
H  -0.925  1.186  1.635
H  0.393  0.548  2.693
H  -2.173  1.937  3.477
H  -1.308  0.550  4.229
H  -0.755  2.181  4.512
H  -1.247  3.769  1.812
H  0.140  4.815  1.645
H  -0.136  5.487  3.597
H  -2.322  3.875  4.524
H  -1.936  5.578  4.649
H  -2.512  5.011  3.090
H  2.524  0.936  -0.254
H  1.916  0.355  1.291
H  1.135  0.584  -2.230
H  1.640  -0.863  -1.237
H  -0.077  -0.588  -1.773
H  2.474  2.656  -2.013
H  2.600  4.357  -1.420
H  1.305  3.925  -2.541
H  -0.907  2.590  -0.399
O  -1.204  -5.439  -3.069
P  -0.155  -6.179  -2.261
O  0.611  -4.831  -1.685
C  -0.042  -4.045  -0.696
C  0.073  -4.683  0.678
O  0.877  -6.476  -3.514
C  0.387  -6.757  -4.828
C  0.611  -5.557  -5.723
O  0.776  -7.091  -1.233
C  1.465  -8.283  -1.646
C  2.935  -7.968  -1.811
H  -1.090  -3.884  -0.969
H  0.452  -3.072  -0.690
H  -0.486  -5.621  0.718
H  -0.320  -4.017  1.448
H  1.113  -4.918  0.907
H  -0.662  -7.051  -4.811
H  0.955  -7.610  -5.208
H  0.117  -4.671  -5.323
H  0.233  -5.745  -6.729
H  1.676  -5.327  -5.786
H  1.031  -8.709  -2.549
H  1.337  -9.020  -0.851
H  3.099  -7.211  -2.577
H  3.488  -8.868  -2.080
H  3.343  -7.570  -0.881
O  -7.840  -4.316  -0.959
P  -6.845  -3.803  -1.956
O  -5.461  -3.735  -1.082
C  -4.840  -4.955  -0.678
C  -4.069  -5.588  -1.822
O  -7.260  -2.206  -1.906
C  -8.593  -1.797  -1.596
C  -8.641  -1.230  -0.194
O  -6.036  -3.564  -3.379
C  -6.474  -2.641  -4.386
C  -5.610  -1.401  -4.326
H  -5.588  -5.645  -0.275
H  -4.154  -4.702  0.133
H  -4.754  -5.924  -2.605
H  -3.497  -6.452  -1.476
H  -3.387  -4.875  -2.277
H  -9.302  -2.615  -1.719
H  -8.868  -1.021  -2.316
H  -8.298  -1.962  0.538
H  -9.655  -0.923  0.068
H  -7.981  -0.364  -0.114
H  -7.534  -2.409  -4.289
H  -6.340  -3.132  -5.353
H  -5.695  -0.901  -3.363
H  -5.894  -0.701  -5.114
H  -4.560  -1.667  -4.455

Results of the Löwdin charge analysis, in e, for atoms 1 through 4: atom 1 (C): -0.1064, atom 2 (C): -0.2349, atom 3 (C): -0.1987, atom 4 (C): -0.0829


ORCA calculation (wB97M-V/def2-TZVPD) on a structure of composition C16H23F3MoN4S5 in a non-equilibrium geometry.

total charge	+2
LUMO energy (alpha / beta)	-0.284 / -0.284	Eh

Element x y z (Å)
Mo  -0.481  -0.905  -0.121
C  1.857  -1.208  1.800
C  1.559  -2.658  1.304
S  -0.152  -3.184  1.512
C  -0.445  -3.001  3.272
C  -1.807  -2.275  3.421
S  -2.294  -1.420  1.878
C  -1.999  0.265  2.509
C  -2.264  1.265  1.422
S  -0.838  1.491  0.258
C  0.580  1.924  1.334
C  1.896  1.532  0.685
S  2.182  -0.231  0.302
H  2.700  -1.213  2.490
H  1.017  -0.705  2.286
H  2.278  -3.367  1.711
H  1.620  -2.697  0.216
H  0.346  -2.409  3.727
H  -0.455  -4.000  3.698
H  -1.763  -1.514  4.195
H  -2.604  -2.981  3.638
H  -0.976  0.304  2.881
H  -2.659  0.459  3.356
H  -2.546  2.234  1.829
H  -3.053  0.936  0.741
H  0.417  1.431  2.289
H  0.567  3.003  1.501
H  2.719  1.911  1.291
H  1.976  1.991  -0.303
N  -2.658  4.572  -2.305
C  -1.720  3.682  -1.947
S  -1.567  3.569  -0.151
N  -0.991  3.086  -2.812
N  -0.280  2.000  -2.408
C  0.844  1.804  -2.971
C  1.455  0.468  -2.796
C  2.759  0.192  -3.192
C  3.288  -1.088  -3.038
C  2.501  -2.093  -2.498
C  1.212  -1.715  -2.189
N  0.665  -0.513  -2.298
H  -3.135  5.147  -1.634
H  -2.755  4.789  -3.285
H  1.326  2.532  -3.622
H  3.365  0.977  -3.625
H  4.306  -1.288  -3.344
H  2.863  -3.098  -2.340
H  0.500  -2.401  -1.734
F  -2.096  -0.536  -2.595
C  -2.021  -1.302  -1.487
F  -3.266  -1.169  -0.905
F  -1.970  -2.592  -1.945

Results of the Löwdin charge analysis, in e, for atoms 1 through 4: atom 1 (Mo): 0.9339, atom 2 (C): -0.4735, atom 3 (C): -0.5180, atom 4 (S): 0.8887


ORCA calculation (wB97M-V/def2-TZVPD) on an isolated molecule of C24H25N3O6S.

ΔE to the lowest compared entry with this formula, charge and spin	0.062	eV
structure (SMILES)	CCOC(=O)CC(=O)CSc1nc2ccccc2c(=O)n1-c1ccc(C(=O)NCCOC)cc1
LUMO energy	0.007	Eh

Element x y z (Å)
C  -2.331  -3.025  -2.626
C  -2.129  -1.607  -2.118
O  -2.030  -1.582  -0.689
C  -3.171  -1.504  0.005
O  -4.258  -1.378  -0.483
C  -2.891  -1.628  1.494
C  -3.595  -0.575  2.332
O  -4.323  -0.856  3.245
C  -3.336  0.859  1.944
S  -1.627  1.186  1.417
C  -1.894  1.437  -0.307
N  -3.099  1.523  -0.732
C  -3.312  1.728  -2.069
C  -4.622  1.788  -2.552
C  -4.842  1.992  -3.895
C  -3.774  2.143  -4.779
C  -2.479  2.081  -4.317
C  -2.233  1.871  -2.959
C  -0.865  1.775  -2.463
O  0.140  1.849  -3.133
N  -0.778  1.547  -1.076
C  0.519  1.396  -0.501
C  0.926  0.146  -0.055
C  2.178  -0.002  0.511
C  3.032  1.092  0.618
C  4.406  0.988  1.201
O  5.334  1.665  0.806
N  4.518  0.116  2.229
C  5.785  -0.228  2.825
C  6.031  -1.736  2.689
O  5.001  -2.510  3.265
C  5.060  -2.618  4.667
C  2.626  2.328  0.125
C  1.370  2.488  -0.426
H  -3.279  -3.418  -2.266
H  -1.525  -3.669  -2.282
H  -2.343  -3.020  -3.712
H  -2.964  -0.969  -2.426
H  -1.187  -1.188  -2.482
H  -3.248  -2.609  1.820
H  -1.815  -1.563  1.660
H  -3.582  1.522  2.773
H  -3.944  1.110  1.065
H  -5.436  1.661  -1.856
H  -5.854  2.036  -4.270
H  -3.966  2.305  -5.829
H  -1.633  2.189  -4.979
H  0.264  -0.701  -0.158
H  2.495  -0.984  0.832
H  3.737  -0.464  2.494
H  5.792  0.066  3.881
H  6.559  0.332  2.297
H  6.036  -2.007  1.630
H  7.003  -1.996  3.130
H  4.277  -3.318  4.952
H  6.032  -3.008  4.991
H  4.881  -1.659  5.164
H  3.314  3.158  0.183
H  1.051  3.446  -0.806

Results of the Löwdin charge analysis, in e, for atoms 1 through 4: atom 1 (C): -0.0481, atom 2 (C): -0.2078, atom 3 (O): -0.0337, atom 4 (C): -0.5109


ORCA calculation (wB97M-V/def2-TZVPD) on a structure of composition C5H12N2O in a non-equilibrium geometry.

ΔE to the lowest compared entry with this formula, charge and spin	12.747	eV
LUMO energy	-0.139	Eh

Element x y z (Å)
C  1.887  -1.199  0.399
N  2.390  -0.005  0.814
C  -0.003  0.451  1.410
C  1.087  0.557  0.342
C  0.611  0.328  -1.207
N  -0.219  1.356  -1.777
C  -1.569  0.962  -1.632
O  -1.709  -1.584  1.505
H  2.251  -1.711  -0.530
H  1.413  -1.900  1.169
H  0.085  1.190  2.196
H  -1.014  0.523  0.963
H  -0.017  -0.569  1.917
H  1.260  1.629  0.274
H  0.166  -0.703  -1.227
H  1.614  0.353  -1.706
H  -2.271  -2.240  1.893
H  -1.831  0.081  -2.248
H  -1.893  0.668  -0.632
H  -2.238  1.814  -1.923

Results of the Löwdin charge analysis, in e, for atoms 1 through 4: atom 1 (C): 0.0357, atom 2 (N): 0.0610, atom 3 (C): -0.0881, atom 4 (C): -0.3909


ORCA calculation (wB97M-V/def2-TZVPD) on a cluster of 2 separate species, C4H12S2 in total in a non-equilibrium geometry.

total charge	+1
ΔE to the lowest compared entry with this formula, charge and spin	0.227	eV
<S²>	0.7534
2S+1	2
LUMO energy (alpha / beta)	-0.115 / -0.312	Eh

Element x y z (Å)
C  -1.927  1.639  0.519
C  -2.426  0.247  0.108
S  -2.703  -0.864  1.514
H  -0.842  1.705  0.467
H  -2.289  1.949  1.485
H  -2.266  2.381  -0.204
H  -3.313  0.313  -0.515
H  -1.651  -0.236  -0.495
H  -3.168  0.071  2.331
C  1.932  0.319  -1.306
S  1.253  -0.774  -0.105
C  2.585  -1.926  0.163
H  1.465  1.298  -1.230
H  1.891  -0.059  -2.332
H  2.993  0.452  -1.106
H  3.341  -1.876  -0.610
H  2.966  -1.705  1.129
H  2.161  -2.932  0.187

Results of the Löwdin charge analysis, in e, for atoms 1 through 4: atom 1 (C): -0.1595, atom 2 (C): -0.6197, atom 3 (S): 0.7352, atom 4 (H): 0.0479


ORCA calculation (wB97M-V/def2-TZVPD) on an isolated molecule of C20H28N4O4.

ΔE to the lowest compared entry with this formula, charge and spin	1.811	eV
structure (SMILES)	C[C@@H]1ON=C(C(=O)NCC[C@H]2CCCN(C(=O)c3ccc(N)c(O)c3)C2)[C@H]1C
LUMO energy	0.027	Eh

Element x y z (Å)
C  -5.495  6.263  -0.173
C  -4.003  6.471  -0.051
O  -3.398  6.302  -1.371
N  -2.768  5.080  -1.414
C  -2.722  4.571  -0.251
C  -2.087  3.238  -0.011
O  -2.071  2.764  1.115
N  -1.573  2.633  -1.098
C  -0.926  1.337  -1.007
C  0.497  1.429  -0.467
C  1.207  0.084  -0.405
C  2.690  0.258  -0.076
C  3.402  -1.085  0.060
C  2.679  -1.985  1.055
N  1.272  -2.134  0.686
C  0.839  -3.097  -0.195
O  -0.105  -2.900  -0.946
C  1.450  -4.455  -0.090
C  1.795  -5.047  1.117
C  2.279  -6.344  1.150
C  2.433  -7.085  -0.021
N  2.923  -8.364  -0.037
C  2.071  -6.479  -1.232
O  2.243  -7.259  -2.352
C  1.578  -5.196  -1.262
C  0.580  -0.851  0.627
C  -3.296  5.436  0.831
C  -2.208  6.006  1.736
H  -5.977  6.428  0.792
H  -5.921  6.955  -0.899
H  -5.710  5.243  -0.498
H  -3.772  7.492  0.254
H  -1.645  3.113  -1.980
H  -1.538  0.700  -0.368
H  -0.924  0.891  -2.003
H  1.069  2.110  -1.106
H  0.467  1.881  0.530
H  1.122  -0.411  -1.381
H  3.170  0.867  -0.846
H  2.781  0.813  0.866
H  3.429  -1.589  -0.912
H  4.438  -0.943  0.376
H  3.155  -2.958  1.118
H  2.711  -1.534  2.053
H  1.664  -4.503  2.044
H  2.535  -6.803  2.098
H  3.012  -8.849  -0.909
H  3.127  -8.843  0.817
H  1.902  -6.788  -3.118
H  1.268  -4.751  -2.202
H  0.649  -0.391  1.620
H  -0.468  -1.044  0.415
H  -4.012  4.870  1.430
H  -1.689  5.204  2.258
H  -1.480  6.574  1.154
H  -2.649  6.675  2.477

Results of the Löwdin charge analysis, in e, for atoms 1 through 4: atom 1 (C): -0.0342, atom 2 (C): -0.3170, atom 3 (O): -0.0782, atom 4 (N): 0.1349


no.,electronic energy (hartree)
1,-3471.3470
2,-3200.4941
3,-1943.5152
4,-382.0341
5,-955.6330
6,-1298.9164